Entry from OMol25: a 9-piece molecular cluster, C67H136F24N7O18P2S8 overall (wB97M-V/def2-TZVPD).

```
262
Properties=species:S:1:pos:R:3:forces:R:3:mulliken_spin:R:1
C 0.88860 2.94193 2.77009 -0.8202 0.5879 -0.5828 0.000
C 2.29787 2.73974 2.28890 0.2966 -0.7848 1.0343 0.000
C 2.78552 1.32556 2.54079 0.7346 -1.0571 -0.4316 0.000
C 2.91927 0.83512 4.00364 0.9552 0.2798 -0.3971 0.000
N 4.32901 0.24633 4.35908 -0.6536 -0.0599 0.7978 0.000
C 5.37176 1.39713 4.31274 -0.0108 -0.9620 -0.5502 0.000
C 6.45009 0.98263 5.31617 0.4011 -0.2355 -1.5274 0.000
C 5.60927 0.52966 6.47170 -0.4568 0.6447 0.3862 0.000
C 4.35714 -0.11075 5.89608 0.6092 -1.2827 -1.3354 0.000
C 4.76740 -1.03116 3.50770 -1.0206 -0.0445 -0.0532 0.000
C 3.67947 -2.23772 3.50623 0.7472 1.0402 -0.7935 0.000
C 4.00291 -3.46111 2.59766 0.8749 0.4315 0.9803 -0.002
H 0.52712 2.41301 3.65194 0.8582 0.2827 0.2777 0.000
H 0.22156 2.54829 2.00315 -0.2065 0.2349 -0.1953 0.000
H 0.71659 4.01255 2.88098 -0.4065 -0.0238 0.0805 0.000
H 3.00127 3.40427 2.79062 0.0256 0.2569 -0.0315 0.000
H 2.37515 2.91155 1.21530 -0.0133 0.2034 -0.0190 0.000
H 3.72079 1.27390 1.98338 0.4141 -0.3542 0.3134 0.000
H 2.16461 0.59138 2.02742 -0.3334 0.0548 -0.1511 0.000
H 2.14200 0.11736 4.26586 0.2992 -0.1765 0.0309 0.000
H 2.81399 1.68852 4.67351 0.0310 -0.0662 0.1634 0.000
H 5.62913 1.52393 3.26118 0.3033 0.1734 0.1374 0.000
H 4.88118 2.28496 4.71172 -0.2054 -0.0193 -0.2350 0.000
H 7.08393 0.18741 4.92377 -0.3299 -0.4301 -0.1642 0.000
H 7.22562 1.72992 5.48415 -0.5904 0.5122 0.3758 0.000
H 6.16766 -0.17315 7.09006 -0.3481 0.3810 0.4435 0.000
H 5.18969 1.40508 6.96737 0.8428 0.0459 0.7540 0.000
H 4.52459 -1.18627 5.95365 -0.7158 -0.0269 -0.1135 0.000
H 3.43081 0.18709 6.38731 0.0794 -0.0944 -0.2721 0.000
H 5.78653 -1.24697 3.82848 -0.2998 -0.4516 0.6183 0.000
H 4.95181 -0.72179 2.47892 -0.5466 0.3869 -0.0919 0.000
H 2.77494 -1.82378 3.06061 -0.2187 0.3661 0.4575 0.000
H 3.46785 -2.62556 4.50268 0.0118 0.3585 -0.0056 0.000
H 3.18272 -4.17818 2.56295 -0.2395 0.2535 0.1284 0.001
H 4.81210 -3.98000 3.11154 0.2525 -0.2560 -0.4784 0.000
H 4.28768 -3.21064 1.57577 0.0822 0.1728 0.1114 0.000
C -11.06473 -4.81054 7.18201 0.1679 -0.4257 -0.5467 0.000
C -10.78532 -4.23420 5.77994 0.3992 -0.8213 -0.0373 0.000
C -9.44093 -4.68345 5.20487 1.0048 0.1097 -0.7210 0.000
C -9.00227 -3.88376 3.90105 -0.5708 -0.0449 0.5589 0.000
P -7.62023 -2.73643 4.07437 0.9091 -0.1718 0.3770 0.000
C -6.17230 -3.62603 4.68435 -0.1629 -1.1453 -0.6311 0.000
C -5.93142 -4.95451 3.93576 0.8201 0.5158 -0.4358 0.000
C -4.60285 -5.58756 4.26195 -0.1457 -2.0622 1.6395 0.001
C -4.36148 -6.07183 5.71280 0.5860 0.5528 0.8592 0.000
C -7.86221 -1.46129 5.29069 0.4537 0.7640 0.1370 0.000
C -6.67713 -0.44625 5.42872 -0.6121 0.2195 -0.0310 0.000
C -6.92614 0.55948 6.56427 0.0446 -0.8862 -0.5640 0.000
C -5.78998 1.52953 6.77450 0.2600 0.2126 0.7943 0.000
C -7.25745 -1.90686 2.49942 0.5638 -1.4044 -1.1442 0.000
C -6.79347 -2.77138 1.25857 -0.7698 -0.8449 0.4398 0.000
C -6.51354 -1.94864 0.06141 0.7225 1.3202 -1.6791 0.000
C -5.84177 -2.63370 -1.15565 0.1194 -0.0218 0.0383 0.000
H -12.05909 -4.51348 7.51530 0.3742 0.5264 0.4068 0.000
H -10.21381 -4.55335 7.81280 -0.4487 0.5379 0.4781 0.000
H -11.09916 -5.89482 7.28802 0.0873 -0.2391 -0.7439 0.000
H -10.73486 -3.15045 5.88500 -0.3172 0.1391 -0.1726 0.000
H -11.54287 -4.52737 5.05312 -0.3146 0.3043 0.1220 0.000
H -9.39369 -5.73259 4.91305 -0.4261 -0.1097 0.2052 0.000
H -8.69906 -4.59635 5.99869 0.3124 0.1599 -0.0234 0.000
H -9.91427 -3.43331 3.50933 0.1209 0.6717 0.0205 0.000
H -8.68044 -4.46935 3.03988 0.1151 -0.6680 0.2420 0.000
H -6.24887 -3.87030 5.74386 -0.3825 0.2438 0.1448 0.000
H -5.31363 -2.95838 4.61353 0.1101 0.0823 -0.2563 0.000
H -5.78387 -4.81794 2.86446 -0.7069 0.4323 -0.1595 0.000
H -6.71612 -5.70448 4.03527 -0.2579 0.2746 0.3650 0.000
H -3.76784 -5.00314 3.87555 0.0422 -0.1181 0.1229 -0.001
H -4.68926 -6.56929 3.79629 0.5672 0.1914 -0.9327 0.000
H -3.47848 -6.70271 5.81483 0.3059 0.1191 -0.5542 0.000
H -5.10353 -6.72531 6.17153 -0.7105 0.1830 -0.5136 0.000
H -4.15821 -5.28947 6.44403 -0.1592 0.3261 -0.1379 0.000
H -7.97917 -1.92029 6.27239 -0.5013 -0.1891 -0.0502 0.000
H -8.77264 -0.97307 4.94303 -0.2086 0.3719 0.5376 0.000
H -6.62438 0.12794 4.50373 0.4874 -0.1647 -0.1519 0.000
H -5.73657 -0.93725 5.67846 0.0339 -0.1701 -0.5157 0.000
H -6.93458 -0.04824 7.46908 -0.7877 0.1771 0.2553 0.000
H -7.87490 1.04429 6.33422 -0.1150 0.1283 0.5290 0.000
H -6.06902 2.24634 7.54678 -0.2480 0.3635 -0.2695 0.000
H -5.43252 2.05467 5.88875 -0.0535 -0.0731 -0.0128 0.000
H -4.97618 1.01167 7.28210 0.3550 -0.1606 -0.5382 0.000
H -6.36569 -1.29373 2.62956 -0.3704 0.5950 0.5419 0.000
H -8.16517 -1.35656 2.25181 0.1767 0.4020 -0.0753 0.000
H -7.54224 -3.43662 0.82855 -0.2961 -0.6411 0.9525 0.000
H -5.90160 -3.34945 1.50042 -0.0820 -0.0111 0.2011 0.000
H -5.90494 -1.08802 0.33895 0.1154 0.2474 0.0113 0.000
H -7.44675 -1.56102 -0.34721 -0.1546 0.3382 0.2550 0.000
H -5.43084 -1.89756 -1.84655 -0.0200 0.2555 0.1289 0.000
H -6.51661 -3.20307 -1.79480 -0.2049 -0.1717 0.3215 0.000
H -5.00667 -3.29366 -0.92080 -0.0411 -0.0531 0.3449 0.000
C -1.08408 7.86740 -7.87662 0.4255 0.8096 -0.0247 0.000
C 0.32496 8.42887 -7.46649 -0.8603 -1.2220 -0.4375 0.000
C 1.06505 7.54053 -6.42326 -1.0996 0.2933 -0.6288 0.000
C 0.48418 7.65908 -4.99721 0.7249 -0.1866 0.1019 0.000
P 1.48099 6.71254 -3.78244 0.4420 -0.3648 0.1331 0.000
C 3.25745 6.92422 -4.06381 -0.0590 1.0035 0.4515 0.000
C 3.71288 8.33002 -3.58055 1.4391 0.0695 -0.0130 0.000
C 5.23889 8.46963 -3.63023 1.1017 -1.1109 0.5340 0.000
C 5.94365 8.27351 -4.99307 -0.6623 1.5537 -0.1814 0.000
C 1.14314 7.32224 -2.08395 -0.0221 -0.1629 0.2648 0.000
C 1.74459 6.52033 -0.89444 0.1737 -1.0670 -0.8461 0.001
C 1.68399 7.13368 0.51824 0.2425 -0.2135 -0.5051 0.000
C 2.83550 8.13759 0.66398 -0.2959 0.9620 0.0252 0.000
C 1.14446 4.88922 -3.93382 -1.0731 -0.0638 -0.5575 0.000
C -0.33913 4.37818 -3.99920 -0.2344 -0.4229 1.4330 0.000
C -1.00357 3.98162 -2.64586 0.3285 0.2149 -0.0282 0.000
C -0.18563 2.94086 -1.85587 -0.5855 0.8852 0.5959 0.000
H -1.75818 7.85398 -7.02017 -0.1525 0.0685 -0.0911 0.000
H -1.15157 6.90268 -8.37946 0.7416 -0.3538 0.4123 0.000
H -1.49283 8.50636 -8.65940 -0.2038 0.4014 0.3298 0.000
H 0.22239 9.46747 -7.15203 -0.0354 -0.0483 0.3033 0.000
H 0.92876 8.47260 -8.37291 0.1587 -0.0987 0.0423 0.000
H 2.12513 7.75761 -6.55442 0.0580 -0.1205 0.6399 0.000
H 0.85433 6.50878 -6.70464 0.4533 -0.1800 -0.3298 0.000
H -0.50597 7.20565 -4.95129 -0.1476 0.1307 -0.1089 0.000
H 0.38964 8.69758 -4.67990 0.1241 0.0206 0.2022 0.000
H 3.62821 6.82703 -5.08420 -0.5515 -0.2286 -0.1734 0.000
H 3.71478 6.10584 -3.50775 0.2746 0.1248 0.3347 0.000
H 3.48065 8.62407 -2.55697 -0.5337 -0.5462 0.0322 0.000
H 3.36735 9.15371 -4.20524 -0.6196 -0.2602 -0.3050 0.000
H 5.73006 7.78030 -2.94344 -0.3719 -0.6234 0.1897 0.000
H 5.51124 9.37921 -3.09491 -0.0849 0.5657 -0.7422 0.000
H 6.64605 9.09788 -5.11616 0.3818 -0.2851 0.0055 0.000
H 5.22919 8.48761 -5.78794 -0.1888 -0.2017 -0.2556 0.000
H 6.44341 7.33509 -5.23327 -0.1535 -0.0486 0.5069 0.000
H 0.05362 7.29132 -2.09326 -0.2793 -0.0639 0.4865 0.000
H 1.39652 8.37610 -1.96872 0.0984 0.0691 -0.5057 0.000
H 2.79120 6.25330 -1.04073 0.4407 0.6168 -0.4393 0.000
H 1.35366 5.51024 -1.01690 -0.7463 -0.0913 0.7177 -0.001
H 1.79694 6.33011 1.24598 0.1348 -0.1216 -0.0436 0.000
H 0.69244 7.53698 0.72384 0.0890 0.4040 -0.0586 0.000
H 3.83957 7.72552 0.56327 -0.1674 -0.4548 0.0967 0.000
H 2.82004 8.74224 1.57077 -0.1491 -0.4252 0.3275 0.000
H 2.78634 8.92224 -0.09100 -0.1782 -0.0291 -0.4119 0.000
H 1.72687 4.30532 -3.22110 0.0010 0.3214 0.4564 -0.001
H 1.54499 4.55419 -4.89060 0.3866 0.5638 -0.2901 0.000
H -0.35077 3.40535 -4.49068 0.3401 0.1942 -0.6204 0.000
H -0.99750 5.04473 -4.55630 0.1506 0.0469 -0.1076 0.000
H -1.99351 3.56485 -2.83136 0.0632 -0.1726 -0.4795 0.000
H -1.25975 4.84051 -2.02555 0.3962 0.2520 0.1837 0.000
H -0.83676 2.52290 -1.08813 -0.1495 -0.5743 -0.3035 0.000
H 0.55753 3.40862 -1.21010 0.5659 0.1314 -0.4003 0.000
H 0.25807 2.16706 -2.48233 -0.1263 -0.0696 0.1138 0.000
C 2.79334 -0.67648 -5.33341 -0.6088 0.9829 1.2955 0.000
C 4.17733 -0.17792 -4.92254 0.3557 0.3211 -2.0204 0.000
N 4.55388 1.18450 -5.67852 -0.0572 0.8879 1.1872 0.000
C 3.67520 2.32808 -5.10219 -0.1849 -0.9079 -1.2694 0.000
C 6.04233 1.55894 -5.32602 -0.7904 0.3953 -0.1593 0.000
C 6.52369 2.91390 -5.94807 0.0025 -1.3041 -0.6682 0.000
C 4.36026 1.12738 -7.20173 -0.4313 -1.4187 0.5230 0.000
C 5.17589 0.00844 -7.92857 -0.2292 -0.2288 0.8005 0.000
O 4.69632 -1.33130 -7.61385 0.9236 1.4020 -0.0787 0.000
C 5.46631 -2.35394 -8.25567 -0.2065 0.3241 -1.4112 0.000
H 2.09625 0.08239 -4.97805 -0.4219 0.1201 -0.2311 0.000
H 2.49591 -1.51929 -4.70948 0.3619 -0.3048 -0.1840 0.000
H 2.55225 -0.89929 -6.37280 0.6144 -0.0575 0.1598 0.000
H 4.92357 -0.89139 -5.27210 0.1704 0.1822 0.2103 0.000
H 4.30140 0.03100 -3.85997 -0.1193 0.0821 -0.1433 0.000
H 2.63397 2.24106 -5.41262 -0.0398 -0.7744 -0.0179 0.000
H 3.94391 3.25173 -5.61480 0.6224 0.0715 0.6212 0.000
H 3.69504 2.30635 -4.01259 0.4713 0.2286 -0.1911 0.000
H 6.55385 0.65351 -5.65260 0.5137 0.4680 -0.0514 0.000
H 6.11029 1.61075 -4.23937 -0.1952 -0.1885 0.0280 0.000
H 7.60961 3.00800 -5.94503 0.0311 -0.2657 0.6148 0.000
H 6.10916 3.82432 -5.51517 -0.1158 -0.3153 0.1408 0.000
H 6.34137 2.88618 -7.02235 -0.2688 0.2890 -0.0396 0.000
H 4.58331 2.13238 -7.55995 0.0383 -0.3255 -0.2218 0.000
H 3.29745 0.91648 -7.32028 0.0178 0.1890 -0.1857 0.000
H 6.21605 0.16222 -7.64131 0.3122 -0.4596 0.1268 0.000
H 5.18103 0.16022 -9.00793 -0.4543 0.1796 -0.1174 0.000
H 5.43414 -2.25365 -9.34057 -0.7444 0.1998 -0.3934 0.000
H 5.01130 -3.32249 -8.04838 0.3483 0.2035 0.4740 0.000
H 6.55126 -2.28913 -8.17328 0.0919 -0.1033 1.3143 0.000
C -2.16471 -0.50904 0.33546 0.1310 0.6838 -0.6456 0.000
C -0.92343 -1.25491 0.85673 -2.6142 -0.2461 -0.3277 0.000
N -0.73062 -2.59304 0.14536 1.2957 0.5356 0.6121 -0.001
C 0.40447 -3.27813 0.95269 -1.7438 -0.1151 -0.8071 0.002
C -1.98688 -3.52233 0.19690 0.2454 -0.3502 -0.7161 -0.003
C -2.73641 -3.76999 1.51613 0.7973 0.7950 -0.2981 -0.004
C -0.37551 -2.37703 -1.38917 -0.3136 -1.3566 0.8685 0.000
C 0.90730 -1.65323 -1.74111 -0.2660 -0.5134 0.1613 0.001
O 0.79118 -0.31536 -1.45974 0.1366 1.9720 1.3749 0.000
C 2.04552 0.25567 -1.16091 0.2182 1.3297 -0.3271 0.001
H -2.33027 0.37051 0.95761 0.2303 0.0928 0.0604 0.000
H -3.12214 -1.02777 0.38396 0.2657 -0.5521 0.2584 0.000
H -2.09501 -0.16628 -0.69690 0.3082 0.0585 0.0192 0.000
H -1.25931 -1.46386 1.87241 0.9136 -0.4250 0.2709 0.000
H -0.01772 -0.64968 0.81819 -0.0954 -0.3053 -0.1312 0.000
H 1.22911 -2.60196 1.17823 -0.0390 -0.0948 -0.4786 -0.001
H 0.62253 -4.17857 0.37844 0.5920 0.0874 0.2473 -0.001
H -0.08601 -3.55559 1.88571 0.2546 -0.0752 0.0564 0.000
H -1.66558 -4.48588 -0.19862 0.4242 0.1523 0.0531 0.002
H -2.63335 -3.13885 -0.59248 -0.1678 0.2078 0.2278 0.000
H -3.07423 -2.80176 1.88559 -0.2224 -0.2199 0.4931 0.000
H -2.14240 -4.30656 2.25597 0.2102 0.3483 0.0595 0.006
H -3.58539 -4.43335 1.35096 -0.0836 0.1843 -0.4804 0.000
H -1.29401 -1.99935 -1.83840 0.3525 0.2787 0.0106 0.000
H -0.26470 -3.39125 -1.77281 -0.1771 -0.1293 0.0059 0.000
H 1.12078 -1.69952 -2.80900 -0.2988 -0.8786 -0.2686 0.000
H 1.76981 -2.05771 -1.21142 0.0587 -0.4261 0.1427 0.000
H 1.94720 1.32322 -0.96402 -0.5710 -0.0036 -0.0296 0.000
H 2.69510 0.22657 -2.03573 0.3366 -0.3608 -0.1686 -0.001
H 2.60040 -0.10530 -0.29494 -0.2807 -0.7718 -0.0351 0.000
C 0.45225 -7.42161 -1.05306 -1.0013 0.1379 1.1829 0.003
F -0.75809 -6.98497 -0.56204 1.7133 -0.3080 -1.2777 0.001
F 0.26763 -8.32885 -1.97475 0.0251 0.3140 0.2635 0.002
F 1.21268 -6.42291 -1.51721 -0.9604 -0.6888 0.5566 0.003
S 1.41123 -8.22467 0.44903 4.7151 -2.1215 -3.2359 0.005
O 2.00448 -9.47158 -0.05842 -1.6955 2.2678 1.0565 0.018
O 2.36111 -7.19582 0.89154 -2.3779 -1.2726 -0.3019 -0.003
N 0.22969 -8.75142 1.60791 1.1375 1.3196 -1.2026 0.652
S 0.17008 -7.43535 2.49944 -2.7749 2.8051 5.8848 -0.080
O 1.32117 -7.15619 3.36948 -1.3808 -1.0103 -1.8322 0.200
O -0.48635 -6.27933 1.87365 1.3932 -1.6367 -0.0862 0.218
C -1.22599 -8.00586 3.78580 -0.4036 0.8960 -1.1483 -0.013
F -2.46603 -7.67227 3.26876 1.8680 -0.4015 0.7145 0.000
F -1.16878 -9.28906 3.99594 -0.0316 -0.7089 -0.2522 0.001
F -1.01892 -7.38720 4.92999 -0.1755 0.2314 -0.3969 0.001
C -1.66597 0.77591 4.50871 2.5667 -2.3644 0.8476 0.000
F -0.75020 0.87545 5.49403 -0.8540 0.1384 0.1237 0.000
F -2.52244 1.73270 4.58885 -0.4215 0.8750 -0.5274 0.000
F -0.86653 0.80189 3.39977 -1.6947 -0.0761 -0.1696 0.000
S -2.62292 -0.87935 4.70130 -1.8190 0.1920 -0.9438 0.000
O -3.16252 -0.81720 6.05777 1.0671 -0.2369 -1.7312 0.000
O -3.67979 -0.73994 3.65506 2.5588 -0.8976 1.0258 0.000
N -1.43099 -2.19804 4.36718 -3.6057 5.0234 -3.7748 0.000
S -1.20031 -2.73738 5.73388 3.0887 -2.1737 7.5979 0.000
O -0.59765 -1.76610 6.72378 -0.8105 -2.4474 -2.6616 0.000
O -2.25293 -3.57123 6.28057 0.4624 0.0908 -0.5270 0.000
C 0.25903 -3.98185 5.21597 -2.0384 1.5884 0.7900 -0.001
F 1.18098 -3.23298 4.67013 0.9208 0.6203 -1.7875 0.000
F 0.85094 -4.43053 6.30790 -0.7748 -1.4721 0.0047 0.000
F -0.18422 -4.92244 4.31103 0.8904 0.9198 1.4952 -0.006
C -2.58008 -0.17651 -4.31091 1.1536 -3.1316 -2.3280 0.000
F -2.13541 0.05556 -3.08167 -0.7567 0.2538 -0.0196 0.000
F -3.86608 -0.16670 -4.52012 -1.0058 0.6454 1.3701 0.000
F -2.03952 0.67322 -5.16333 0.5815 1.1034 0.0780 0.000
S -2.03395 -1.92732 -5.03094 1.8643 -0.4268 -0.8107 0.000
O -2.77365 -2.11613 -6.29026 0.8208 0.8216 2.6848 0.000
O -0.56082 -1.84420 -5.20842 -2.1721 0.1768 1.1028 0.000
N -2.41380 -2.99725 -3.72958 1.3696 2.9073 -1.7975 0.000
S -3.37468 -4.02368 -4.38084 -4.9208 -1.8855 0.1069 0.000
O -4.78020 -3.57703 -4.50987 2.1772 -0.5463 1.0271 0.000
O -2.89886 -4.72848 -5.51449 1.0437 -0.7277 -0.4858 0.000
C -3.38203 -5.40624 -2.98945 -0.1350 0.5359 -0.8644 0.000
F -4.48604 -5.28575 -2.18888 1.6067 -0.3211 -0.4701 0.000
F -3.42214 -6.59871 -3.61062 -0.0330 0.9086 0.8715 0.000
F -2.22382 -5.36035 -2.23880 -1.4004 -0.1891 -0.3871 0.000
C 6.13284 -1.96107 -1.92376 0.9029 1.4951 -0.6657 0.000
F 5.02548 -2.11546 -2.70681 0.8789 -0.6720 1.4073 0.000
F 6.55467 -3.07514 -1.26248 -1.3000 1.8580 -1.3718 0.000
F 7.10110 -1.52248 -2.77996 -0.5409 -0.9452 0.8058 0.000
S 5.92299 -0.47000 -0.69549 -0.3485 -1.3142 1.6687 0.000
O 4.76265 -0.76620 0.14288 0.2647 -0.0007 -1.5024 0.000
O 7.15167 -0.45682 0.07652 -0.6184 0.1190 -1.7048 0.000
N 5.64593 0.87654 -1.73858 -0.3168 -3.7055 0.6353 0.000
S 6.03016 2.02977 -0.80541 4.6996 4.8316 2.2955 0.000
O 5.71921 1.89775 0.61963 -0.6642 0.0562 -1.2137 0.000
O 7.44150 2.53170 -1.02092 -4.1161 -0.8444 -0.1560 0.000
C 4.82751 3.44288 -1.34781 1.1527 -2.2055 -0.4143 0.000
F 3.55965 2.99145 -1.44363 -0.0175 0.3501 0.3609 0.000
F 4.92025 4.41828 -0.48686 -0.3116 0.5401 0.0952 0.000
F 5.15600 3.85329 -2.58076 0.0552 0.5345 -0.1510 0.000
```
Forces are in eV/Å.

Summary:
multiplicity: 2
maximum force: 8.48 eV/A
DFT total energy: -10636.035628 Ha
⟨S²⟩: 0.763
net charge: +2